107
Properties=species:S:1:pos:R:3:forces:R:3:lowdin_charge:R:1 method="wB97M-V/def2-TZVPD" charge=+2 multiplicity=1 gap_ev=8.10
N -5.266 10.457 9.939 -0.1 0.2 -0.2 0.2869
H -4.781 10.715 9.054 0.4 -0.5 0.1 0.0796
H -5.357 11.336 10.444 -0.3 -0.1 0.1 0.1339
H -4.758 9.821 10.552 0.3 -0.2 -0.5 0.1475
H -6.187 10.033 9.654 0.2 0.3 0.3 0.0705
N -8.099 13.735 9.355 0.9 -0.4 1.0 0.2916
H -8.626 13.812 10.222 -0.8 0.4 -0.5 0.1232
H -8.249 12.752 8.955 0.0 0.7 0.1 0.0643
H -7.156 13.879 9.723 0.3 0.0 -0.8 0.1362
H -8.306 14.478 8.678 -0.3 0.1 -0.2 0.0944
N -10.298 10.767 12.588 0.0 0.9 0.7 0.3148
H -11.302 10.892 12.435 0.0 -0.4 -0.1 0.1541
H -10.126 10.449 13.546 -0.1 -0.5 -0.2 0.1645
H -9.910 11.712 12.580 0.1 -0.1 -0.3 0.1447
H -9.872 10.189 11.837 -0.2 -0.1 -0.2 0.0934
C -9.718 9.144 7.466 0.6 -0.3 0.3 -0.6610
F -8.838 9.220 6.475 0.1 0.4 -0.2 0.1365
F -10.858 9.712 7.117 -0.1 -0.1 0.0 0.1643
F -9.879 7.853 7.722 -0.4 0.3 0.3 0.1617
S -8.990 10.045 8.925 1.4 -0.4 -0.1 0.6025
O -9.867 9.797 10.066 0.1 0.6 -0.4 -0.3214
O -7.651 9.460 9.090 -1.1 0.2 -0.1 -0.3152
O -8.905 11.429 8.422 -0.6 -0.8 0.5 -0.3354
C -11.701 9.582 3.708 -0.3 0.0 0.4 -0.0430
C -10.212 9.424 3.772 -0.4 0.9 1.0 -0.2209
O -9.637 9.703 2.489 0.3 0.0 -0.2 0.0632
C -9.167 10.932 2.305 0.9 -0.5 0.0 -0.3477
O -9.047 11.787 3.137 -0.2 0.0 -0.1 0.1215
C -8.584 11.152 0.872 -0.4 0.5 0.4 -0.5511
F -7.403 11.766 0.962 0.1 -0.4 0.2 0.1730
F -8.461 10.005 0.230 0.1 0.1 -0.3 0.1979
F -9.383 11.995 0.213 -0.3 -0.4 -0.2 0.1804
H -12.124 8.895 2.978 -0.2 0.0 0.2 0.0951
H -12.030 10.602 3.509 0.2 0.0 -0.3 0.0864
H -12.062 9.388 4.722 -0.3 -0.4 -0.2 0.0757
H -9.952 8.443 4.169 0.3 -0.3 -0.9 0.1285
H -9.839 10.119 4.526 0.3 0.2 -0.4 0.0885
C -6.073 6.755 5.497 -0.4 0.0 0.1 -0.0367
C -6.294 7.219 6.928 -0.5 0.2 -0.8 -0.1967
O -5.279 6.691 7.781 0.0 -0.8 0.3 0.0660
C -4.264 7.398 8.188 0.0 1.2 -0.4 -0.3788
O -4.101 8.584 8.012 -0.1 -0.2 0.3 0.1262
C -3.232 6.571 8.980 -0.5 -0.4 0.3 -0.5491
F -3.206 6.992 10.258 0.0 0.3 0.0 0.1543
F -3.598 5.293 8.997 0.5 0.0 -0.1 0.1865
F -2.025 6.735 8.466 -0.1 -0.2 0.0 0.2040
H -5.132 7.084 5.060 0.1 -0.1 0.2 0.0889
H -6.877 7.166 4.882 0.0 0.0 0.0 0.0745
H -6.170 5.672 5.451 0.2 0.0 -0.1 0.0917
H -7.239 6.808 7.275 0.1 -0.2 0.3 0.1185
H -6.391 8.298 6.994 0.5 0.2 0.2 0.0861
C -12.966 12.110 9.549 -0.8 0.5 0.6 -0.0445
C -11.896 13.167 9.598 0.2 -1.1 0.5 -0.2434
O -12.520 14.399 9.267 -0.1 0.7 -0.2 0.0535
C -11.727 15.451 9.140 0.6 0.0 -1.0 -0.3594
O -10.529 15.434 9.245 0.2 -0.3 0.6 0.1342
C -12.399 16.743 8.591 -0.4 -0.2 0.2 -0.5458
F -11.578 17.297 7.702 -0.2 -0.2 0.0 0.1832
F -13.562 16.432 8.013 0.3 0.3 0.0 0.1847
F -12.599 17.624 9.567 -0.1 -0.2 0.0 0.1920
H -12.642 11.124 9.881 0.3 0.0 -0.3 0.0715
H -13.438 12.059 8.569 0.0 -0.1 0.0 0.0939
H -13.708 12.448 10.278 -0.3 -0.3 -0.2 0.0942
H -11.067 12.892 8.942 0.0 0.5 -0.1 0.0997
H -11.551 13.230 10.639 0.3 0.2 -0.1 0.1182
C -5.576 10.446 4.593 0.7 -0.2 -1.5 -0.0367
C -6.326 11.278 5.576 -0.6 -1.3 0.4 -0.1951
O -5.634 12.477 5.908 0.1 1.2 0.0 0.0765
C -4.766 12.537 6.885 -0.9 -0.7 -0.3 -0.3519
O -4.451 11.603 7.578 0.3 0.0 0.5 0.1158
C -4.258 13.974 7.133 -0.7 0.3 -1.8 -0.5599
F -4.513 14.298 8.401 0.4 0.0 0.5 0.1661
F -2.987 14.071 6.815 0.6 -0.2 0.7 0.2200
F -4.906 14.839 6.353 -0.2 0.0 0.3 0.1804
H -4.548 10.158 4.818 -0.2 0.0 0.8 0.0960
H -5.452 10.972 3.641 -0.3 0.1 0.0 0.0944
H -6.131 9.536 4.357 -0.1 0.0 0.2 0.0760
H -6.578 10.673 6.453 0.5 0.3 0.4 0.1010
H -7.302 11.542 5.168 0.3 0.6 -0.2 0.1163
C -10.947 6.269 10.268 -0.3 0.1 -0.2 -0.0569
C -10.052 5.239 9.558 -1.1 0.9 -0.2 -0.1998
O -9.034 4.806 10.444 0.7 -0.5 0.5 0.0232
C -9.101 3.556 10.932 -0.8 0.1 -0.6 -0.3709
O -9.952 2.763 10.678 -0.1 -0.1 0.0 0.1919
C -7.972 3.216 11.907 0.2 0.1 -0.2 -0.5606
F -6.928 4.036 11.723 0.1 -0.1 0.3 0.1602
F -8.419 3.329 13.160 0.1 0.3 0.1 0.1784
F -7.584 1.966 11.722 0.1 0.0 -0.1 0.1963
H -10.408 6.983 10.893 0.4 -0.1 -0.2 0.0607
H -11.707 5.819 10.907 0.2 -0.3 0.0 0.0834
H -11.513 6.853 9.539 0.1 -0.1 -0.1 0.0676
H -9.563 5.667 8.685 0.3 0.2 0.2 0.1022
H -10.682 4.447 9.153 0.2 -0.4 0.4 0.1296
C -11.426 13.139 5.854 0.2 1.0 0.2 -0.0212
C -9.957 13.383 5.560 0.0 -1.2 0.2 -0.1861
O -9.745 14.754 5.238 -0.4 0.9 -0.6 0.0749
C -8.842 15.503 5.818 0.0 -1.1 -0.3 -0.3661
O -8.111 15.153 6.709 0.2 0.0 0.8 0.1138
C -8.712 16.904 5.197 0.6 0.0 0.7 -0.5735
F -9.503 17.118 4.178 -0.4 0.1 -0.2 0.2198
F -8.949 17.772 6.184 -0.4 0.3 -0.1 0.1762
F -7.447 17.071 4.822 0.2 0.0 -0.3 0.1883
H -11.565 12.191 6.371 -0.1 -0.1 -0.2 0.0658
H -12.048 13.225 4.965 0.0 -0.3 0.0 0.0941
H -11.740 13.956 6.511 -0.2 -0.2 0.2 0.0746
H -9.644 12.804 4.690 0.0 0.3 0.2 0.0896
H -9.354 13.065 6.413 0.1 0.3 0.0 0.0989